# 1
This record from the OMol25 dataset describes C30H46BeBrN3P2 as an isolated structure in a non-equilibrium geometry. The level of theory is the ωB97M-V functional and the def2-TZVPD basis.

Element x y z (Å)
N (-6.548, 5.079, -5.032)
C (-6.314, 5.623, -3.826)
C (-5.472, 5.042, -2.894)
C (-4.849, 3.816, -3.186)
C (-5.125, 3.270, -4.454)
C (-5.947, 3.911, -5.342)
C (-3.910, 3.180, -2.291)
Be (-0.136, -0.117, 0.883)
P (4.724, -0.733, 0.386)
C (-3.122, 2.174, -2.804)
C (-2.098, 1.593, -1.960)
C (-0.886, 1.244, -2.676)
C (0.288, 1.284, -1.996)
C (0.233, 1.443, -0.606)
C (-0.993, 1.780, 0.167)
C (-2.183, 1.736, -0.570)
Br (2.247, 1.358, 0.030)
H (-3.789, 3.532, -1.278)
H (-3.050, 1.924, -3.872)
H (-5.256, 5.519, -1.928)
H (-4.677, 2.333, -4.807)
H (-6.817, 6.601, -3.589)
H (-6.158, 3.492, -6.351)
H (-0.883, 1.083, -3.747)
H (-3.206, 1.832, -0.152)
H (1.237, 1.188, -2.506)
H (-0.977, 2.164, 1.185)
P (-0.335, -2.140, 0.279)
C (5.059, 1.079, 0.605)
C (6.394, 1.618, 0.076)
H (4.983, 1.308, 1.687)
H (4.215, 1.575, 0.068)
H (6.524, 2.674, 0.315)
H (7.239, 1.082, 0.510)
H (6.522, 1.528, -1.012)
C (4.538, -1.360, -1.350)
C (5.647, -2.366, -1.795)
H (4.650, -0.444, -1.978)
H (3.532, -1.778, -1.423)
H (5.572, -2.556, -2.872)
H (6.655, -2.003, -1.602)
H (5.579, -3.346, -1.305)
C (4.135, -1.791, 1.766)
C (5.269, -2.080, 2.789)
H (3.835, -2.772, 1.319)
H (3.270, -1.269, 2.219)
H (5.001, -2.848, 3.513)
H (6.186, -2.417, 2.301)
H (5.575, -1.204, 3.377)
C (-0.140, -3.494, 1.503)
C (-1.212, -4.578, 1.524)
H (-0.028, -3.023, 2.490)
H (0.840, -3.932, 1.269)
H (-2.153, -4.203, 1.944)
H (-1.394, -5.002, 0.527)
H (-0.857, -5.383, 2.180)
C (0.794, -2.576, -1.093)
C (0.221, -2.498, -2.505)
H (1.130, -3.591, -0.854)
H (1.670, -1.922, -0.961)
H (-0.625, -3.190, -2.628)
H (-0.083, -1.470, -2.737)
H (1.023, -2.801, -3.192)
C (-2.042, -2.173, -0.393)
C (-3.188, -1.830, 0.564)
H (-2.165, -3.167, -0.845)
H (-2.036, -1.474, -1.247)
H (-3.922, -1.233, 0.002)
H (-3.676, -2.750, 0.921)
H (-2.834, -1.238, 1.422)
N (-2.102, 1.385, 6.206)
C (-1.477, 0.954, 5.061)
C (-1.758, -0.305, 4.536)
C (-1.216, -0.701, 3.316)
N (-0.381, 0.119, 2.593)
C (-0.007, 1.314, 3.152)
C (-0.545, 1.764, 4.392)
H (-2.769, 0.831, 6.661)
H (-1.933, 2.322, 6.553)
H (-2.427, -1.004, 5.098)
H (-1.468, -1.680, 2.903)
H (0.620, 1.964, 2.582)
H (-0.238, 2.723, 4.790)

Results
Lowest unoccupied orbital energy: -6.3 eV
Frontier orbital gap: 4.562 eV
Largest force on an atom: 3.90 eV Å⁻¹
Net charge: +2
Molecular weight: 599.58 g mol⁻¹
HOMO level: -10.84 eV
Energy relative to the best compared isomer or geometry (same formula, charge and spin): 147.5 kJ/mol
E_tot: -4605.86293 Eh

***

# 2
This record from the OMol25 dataset describes C48H44AsBrF4N4PReS as an isolated structure in a non-equilibrium geometry. The level of theory is the ωB97M-V functional and the def2-TZVPD basis.

Element x y z (Å)
Re (-1.017, -0.100, -0.159)
F (-4.632, 6.097, -1.414)
C (-4.034, 5.090, -0.763)
C (-3.974, 5.095, 0.620)
F (-4.510, 6.113, 1.308)
C (-3.349, 4.052, 1.300)
F (-3.286, 4.124, 2.637)
C (-2.777, 2.973, 0.609)
P (-1.963, 1.539, 1.382)
C (-3.305, 0.898, 2.431)
C (-3.668, 1.421, 3.679)
C (-4.729, 0.877, 4.409)
C (-5.449, -0.200, 3.901)
C (-5.108, -0.735, 2.663)
C (-4.046, -0.190, 1.936)
C (-0.715, 2.285, 2.474)
C (0.022, 3.409, 2.058)
C (1.027, 3.959, 2.860)
C (1.330, 3.383, 4.088)
C (0.641, 2.248, 4.505)
C (-0.360, 1.697, 3.698)
C (-2.833, 3.002, -0.794)
Br (-2.004, 1.609, -1.771)
C (-3.459, 4.048, -1.474)
F (-3.505, 4.063, -2.814)
H (-3.137, 2.269, 4.106)
H (-4.994, 1.301, 5.375)
H (-6.275, -0.621, 4.469)
H (-5.667, -1.576, 2.261)
H (-3.804, -0.631, 0.970)
H (-0.158, 3.870, 1.090)
H (1.579, 4.830, 2.516)
H (2.113, 3.807, 4.711)
H (0.888, 1.782, 5.455)
H (-0.854, 0.790, 4.043)
C (1.196, -5.307, -0.154)
C (-0.147, -4.683, -0.369)
C (-1.023, -5.106, -1.286)
C (-2.299, -4.356, -1.343)
N (-2.596, -3.353, -0.580)
C (-1.676, -2.944, 0.350)
S (-1.920, -1.664, 1.404)
N (-0.479, -3.620, 0.430)
C (-3.320, -4.796, -2.362)
H (1.369, -6.146, -0.837)
H (1.282, -5.686, 0.870)
H (1.990, -4.572, -0.320)
H (-0.847, -5.934, -1.957)
H (0.171, -3.284, 1.131)
H (-2.963, -5.647, -2.948)
H (-3.533, -3.965, -3.041)
H (-4.242, -5.082, -1.848)
C (0.043, -0.151, 2.584)
C (1.217, -0.151, 3.602)
N (2.547, -0.100, 2.930)
C (2.543, 1.119, 2.073)
C (1.369, 1.119, 1.055)
N (0.519, -0.100, 1.172)
C (1.426, -1.269, 0.988)
C (2.600, -1.269, 2.007)
H (-0.615, 0.706, 2.774)
H (-0.573, -1.048, 2.726)
H (1.164, -1.048, 4.232)
H (1.122, 0.707, 4.280)
H (3.499, 1.188, 1.538)
H (2.483, 2.010, 2.710)
H (1.762, 1.188, 0.033)
H (0.746, 2.009, 1.205)
H (1.821, -1.262, -0.035)
H (0.847, -2.195, 1.088)
H (3.558, -1.262, 1.471)
H (2.583, -2.195, 2.594)
C (5.306, 1.307, -0.581)
C (4.902, 1.463, -1.909)
C (3.621, 1.066, -2.305)
C (2.732, 0.507, -1.368)
C (3.147, 0.355, -0.038)
C (4.428, 0.753, 0.354)
As (0.926, -0.100, -1.843)
C (0.770, 0.705, -3.496)
C (0.276, 1.995, -3.694)
C (0.192, 2.503, -4.997)
C (0.601, 1.720, -6.087)
C (1.095, 0.424, -5.882)
C (1.174, -0.078, -4.574)
C (1.644, -1.324, -4.188)
C (2.143, -2.332, -5.029)
C (2.600, -3.529, -4.462)
C (2.561, -3.715, -3.071)
C (2.060, -2.706, -2.240)
C (1.602, -1.516, -2.811)
H (6.298, 1.614, -0.278)
H (5.583, 1.889, -2.634)
H (3.339, 1.193, -3.339)
H (2.476, -0.078, 0.694)
H (4.742, 0.631, 1.383)
H (-0.041, 2.598, -2.852)
H (-0.189, 3.502, -5.163)
H (0.535, 2.118, -7.091)
H (1.408, -0.164, -6.734)
H (2.188, -2.204, -6.102)
H (2.990, -4.312, -5.099)
H (2.919, -4.641, -2.640)
H (2.030, -2.847, -1.167)
H (-1.669, -1.229, -1.288)

Results
Lowest unoccupied orbital energy (spin up / spin down): -10.5 / -10.2 eV
Frontier orbital gap (spin up / spin down): 4.865 / 5.190 eV
Largest force on an atom: 6.20 eV Å⁻¹
Net charge: +3
Molecular weight: 1156.97 g mol⁻¹
Spin multiplicity: 2
HOMO level (spin up / spin down): -15.36 / -15.36 eV
Energy relative to the best compared isomer or geometry (same formula, charge and spin): 0.0 kJ/mol
E_tot: -8100.11560 Eh

***

# 3
This record from the OMol25 dataset describes C21H46FeNOP3S as an isolated structure in a non-equilibrium geometry. The level of theory is the ωB97M-V functional and the def2-TZVPD basis.

Element x y z (Å)
Fe (0.845, 1.118, -0.732)
P (-0.242, 2.531, 0.504)
P (-2.648, -1.527, -1.269)
P (2.843, 1.646, -0.427)
H (0.320, 1.493, -2.346)
C (-0.114, 0.366, -2.010)
C (1.090, -0.502, -1.857)
H (1.843, -0.401, -2.725)
C (-0.873, 4.195, -0.001)
C (-1.808, 1.960, 1.304)
C (0.554, 3.074, 2.100)
C (-3.688, -2.979, -1.458)
C (-1.436, -1.775, 0.021)
C (-3.761, -0.171, -0.858)
C (4.110, 1.037, -1.538)
C (3.204, 0.887, 1.200)
C (3.389, 3.366, -0.183)
H (-0.735, 0.509, -0.879)
H (1.320, -1.160, -0.991)
H (-1.359, 4.711, 0.851)
H (-1.605, 4.046, -0.805)
H (-0.045, 4.810, -0.391)
H (-2.179, 2.766, 1.961)
H (-1.587, 1.063, 1.902)
H (-2.575, 1.722, 0.554)
H (-0.146, 3.727, 2.647)
H (1.499, 3.617, 1.951)
H (0.749, 2.177, 2.703)
H (-4.264, -3.116, -0.531)
H (-3.082, -3.879, -1.650)
H (-4.390, -2.827, -2.295)
H (-1.973, -2.231, 0.875)
H (-0.997, -0.819, 0.377)
H (-0.617, -2.435, -0.340)
H (-3.981, -0.180, 0.217)
H (-4.697, -0.313, -1.416)
H (-3.330, 0.795, -1.147)
H (4.835, 1.849, -1.660)
H (3.694, 0.783, -2.519)
H (4.569, 0.159, -1.078)
H (3.674, 1.662, 1.814)
H (3.887, 0.047, 1.035)
H (2.294, 0.526, 1.703)
H (4.227, 3.514, -0.873)
H (3.717, 3.514, 0.851)
H (2.586, 4.070, -0.430)
C (-1.923, -1.171, -2.871)
C (-1.091, 0.102, -3.034)
C (-0.430, 0.277, -4.363)
C (-0.772, -0.555, -5.395)
C (-1.668, -1.614, -5.224)
C (-2.218, -1.905, -3.991)
S (0.763, -3.184, -3.298)
H (2.039, -3.421, -3.398)
H (-1.886, 0.918, -2.970)
H (0.339, 1.050, -4.426)
H (-0.328, -0.374, -6.361)
H (-1.878, -2.279, -6.059)
H (-2.822, -2.801, -3.872)
C (0.795, -2.916, 5.192)
N (0.356, -1.686, 4.558)
C (-0.175, -0.625, 5.388)
C (0.573, -1.404, 3.248)
C (1.177, -2.497, 2.410)
O (0.271, -0.272, 2.802)
H (0.477, -2.886, 6.239)
H (1.891, -3.025, 5.153)
H (0.350, -3.793, 4.701)
H (0.507, 0.238, 5.418)
H (-1.144, -0.279, 5.002)
H (-0.301, -1.025, 6.397)
H (1.203, -2.166, 1.368)
H (2.203, -2.718, 2.743)
H (0.576, -3.415, 2.481)

Results
Lowest unoccupied orbital energy (spin up / spin down): -9.4 / -11.8 eV
Frontier orbital gap (spin up / spin down): 6.667 / 4.464 eV
Largest force on an atom: 5.44 eV Å⁻¹
Net charge: +3
Molecular weight: 509.44 g mol⁻¹
Spin multiplicity: 6
HOMO level (spin up / spin down): -16.12 / -16.26 eV
Energy relative to the best compared isomer or geometry (same formula, charge and spin): 317.7 kJ/mol
E_tot: -3642.51465 Eh

***

# 4
This record from the OMol25 dataset describes one molecule with the formula C3H6N2 in a non-equilibrium geometry. The level of theory is the ωB97M-V functional and the def2-TZVPD basis.

Element x y z (Å)
C (-0.875, 0.142, -1.585)
C (0.642, 0.627, 1.256)
C (0.306, -0.845, 0.562)
H (-1.079, -0.943, -1.348)
H (-1.325, 0.431, -2.481)
H (-0.137, 1.495, 1.503)
H (1.484, 0.475, 1.990)
H (1.087, -1.615, 0.799)
H (-0.828, -1.039, 0.560)
N (-0.005, 0.951, -1.105)
N (0.729, 0.321, -0.151)

Results
Lowest unoccupied orbital energy: 1.1 eV
Frontier orbital gap: 9.586 eV
Largest force on an atom: 3.29 eV Å⁻¹
Net charge: 0
Molecular weight: 70.09 g mol⁻¹
HOMO level: -8.47 eV
SMILES: C=NN1CC1
Energy relative to the best compared isomer or geometry (same formula, charge and spin): 406.6 kJ/mol
E_tot: -227.26996 Eh